Density functional theory data (wB97M-V/def2-TZVPD) for a structure of composition C7H16O2 in a non-equilibrium geometry.

```
25
Properties=species:S:1:pos:R:3
C 1.17804 -0.44003 -0.33381
C -1.15570 0.79001 0.14929
C -0.16507 -0.92791 -0.29091
C 2.03092 -0.49126 0.90112
C -0.59430 2.12208 0.60959
C -2.31613 0.38635 1.03196
C 1.47121 -2.20176 -1.25210
O 1.46966 0.59349 -1.14268
O -1.56623 0.98251 -1.23176
H 0.65469 0.85133 -1.64732
H -2.22650 1.69000 -1.29757
H -0.68312 -1.06882 -1.22905
H -0.41102 -1.66881 0.45497
H 3.08104 -0.53152 0.61466
H 1.79964 -1.37205 1.49436
H 1.81424 0.38546 1.51071
H -1.37222 2.90377 0.66075
H 0.11682 2.55513 -0.09630
H -0.10896 2.01775 1.57979
H -2.72744 -0.58536 0.75421
H -3.14207 1.11425 0.98712
H -1.97682 0.32620 2.06745
H 1.72871 -2.94865 -0.50692
H 2.35379 -1.90706 -1.81468
H 0.74680 -2.57512 -1.97288
```

Results
2S+1 = 1
E_HOMO = -7.391 eV
E = -426.6536 Eh
Relative energy (zero: lowest compared OMol25 entry of this formula, charge and spin) = 426.0 kJ/mol

Density functional theory data (wB97M-V/def2-TZVPD) for a cluster of 3 separate species, C4H5NO2 in total.

```
12
Properties=species:S:1:pos:R:3
O 0.99702 2.36670 0.35528
C 0.49753 1.28115 0.30890
N 1.27428 0.06920 0.10760
C 0.48286 -0.96312 -0.11706
C -0.98035 -0.65700 0.20016
O -1.00888 -0.08394 1.53101
C -0.92828 0.80270 0.42544
H 2.28600 0.07694 0.14788
H 0.90033 -1.95592 -0.25155
H -0.56457 -1.23796 -1.79364
H -1.21877 -1.20061 -1.15644
H -1.73718 1.50186 0.24242
```

Results
2S+1 = 1
E_HOMO = -8.269 eV
E = -360.4364 Eh
Relative energy (zero: lowest compared OMol25 entry of this formula, charge and spin) = 611.8 kJ/mol

Density functional theory data (wB97M-V/def2-TZVPD) for a cluster of 13 separate species, C67H162N8O23 in total in a non-equilibrium geometry.

```
260
Properties=species:S:1:pos:R:3
C 22.70818 16.66332 28.15321
O 23.41928 15.57882 28.75957
C 22.94211 14.31696 28.28622
C 23.71609 13.11143 28.82451
N 24.81209 12.68212 27.98023
C 25.56463 11.49461 28.35585
C 26.65853 11.19068 27.27567
O 27.44674 12.30701 27.03642
C 28.41999 12.06911 26.02162
H 22.69816 17.45075 28.90684
H 21.67627 16.44970 27.87462
H 23.28353 17.06990 27.32148
H 22.83585 14.26005 27.20290
H 21.94981 14.17334 28.71380
H 23.01436 12.28530 28.93932
H 24.14676 13.37141 29.79148
H 25.54695 13.37143 27.91008
H 25.04377 10.55654 28.54779
H 26.08782 11.77622 29.26967
H 26.14124 10.79760 26.40046
H 27.26342 10.38004 27.68196
H 29.21556 11.46301 26.45498
H 28.80901 13.01802 25.65236
H 28.09484 11.52751 25.13334
C 20.60861 25.94224 8.72165
O 20.36613 25.52738 10.04299
C 20.88771 26.44986 11.04960
C 20.37457 25.98842 12.41687
N 18.87662 25.98191 12.46462
C 18.21411 25.42219 13.65094
C 16.66942 25.28653 13.53472
O 16.39237 24.41090 12.37727
C 15.00833 24.41238 12.03923
H 21.68670 26.04148 8.59525
H 20.06665 26.86295 8.50560
H 20.32662 25.21019 7.96488
H 20.49553 27.42594 10.76400
H 21.96931 26.57341 10.99498
H 20.95817 26.53882 13.15483
H 20.79479 24.98905 12.52988
H 18.40542 25.47065 11.73203
H 18.51642 26.05934 14.48204
H 18.65498 24.42875 13.73353
H 16.21613 26.27775 13.52426
H 16.35828 24.78378 14.45044
H 14.47371 25.33778 11.82498
H 14.55072 23.86579 12.86380
H 14.77711 23.66804 11.27726
C 16.99289 38.68863 24.15342
O 16.74135 37.43727 23.54813
C 16.22787 36.48145 24.48975
C 15.90586 35.17494 23.69795
N 14.57630 35.33114 23.07974
C 14.29333 34.30181 22.06591
C 14.11117 32.87308 22.68078
O 14.01812 31.83095 21.65051
C 13.91477 30.51925 22.19690
H 17.62082 38.65885 25.04389
H 16.06300 39.20766 24.38585
H 17.51709 39.31534 23.43194
H 15.40920 36.87513 25.09216
H 16.90914 36.27017 25.31397
H 15.79846 34.39110 24.44773
H 16.63974 34.97972 22.91603
H 14.56138 36.21894 22.59840
H 15.09211 34.39867 21.33061
H 13.44596 34.59349 21.44545
H 13.16209 32.93440 23.21330
H 14.93811 32.63277 23.34901
H 13.93873 29.77577 21.40017
H 12.94415 30.44956 22.68795
H 14.67513 30.27731 22.93947
C 27.93694 12.71705 9.90114
O 28.07425 13.93121 10.61694
C 27.06885 14.09247 11.54982
C 27.22367 15.48678 12.21725
N 26.82624 16.67139 11.42600
C 27.16837 17.88703 12.11699
C 26.76853 19.09286 11.24811
O 27.53147 19.14052 10.03305
C 26.94441 20.11828 9.14686
H 28.85447 12.52303 9.34564
H 27.14432 12.78717 9.15620
H 27.72950 11.80689 10.46389
H 27.10627 13.40154 12.39203
H 26.05240 14.12963 11.15796
H 28.26576 15.53740 12.53280
H 26.67612 15.52298 13.15905
H 27.39779 16.76004 10.59800
H 28.22753 17.87973 12.37431
H 26.67691 17.93938 13.08850
H 26.88513 20.02131 11.80711
H 25.70886 18.97923 11.01943
H 27.62937 20.18555 8.30164
H 26.96813 21.10876 9.60128
H 25.96704 19.83957 8.75296
C 23.54723 17.38766 21.01098
O 22.23453 17.77721 21.36288
C 21.21112 16.89978 20.95191
C 19.86341 17.52281 21.43122
N 19.44223 18.60210 20.53441
C 18.12756 18.94455 20.99864
C 17.60595 20.15719 20.24888
O 16.23015 20.10029 20.02039
C 15.76283 19.18196 19.00372
H 24.12060 18.31345 21.05852
H 23.61341 17.09662 19.96264
H 24.04384 16.63012 21.61729
H 21.34429 15.93252 21.43645
H 21.34063 16.75994 19.87870
H 19.83689 17.79458 22.48646
H 19.12415 16.72281 21.39118
H 19.30575 18.25965 19.59409
H 18.01072 19.08030 22.07383
H 17.44618 18.12966 20.75413
H 18.22280 20.38506 19.37959
H 17.81924 20.99762 20.90941
H 16.26630 19.50709 18.09328
H 14.71976 19.43586 18.81490
H 15.87681 18.11645 19.20322
C 7.29095 15.53489 15.07131
C 8.24065 14.76086 14.15159
C 8.78303 15.90201 13.24896
C 10.15157 15.60036 12.44964
C 11.14986 15.02594 13.42794
C 10.65087 13.72048 14.24924
N 9.39234 14.18519 14.96552
O 8.93101 13.23940 15.93274
C 10.43166 12.46565 13.29564
C 11.68472 13.32385 15.35006
C 7.44759 13.79268 13.36509
H 6.58551 16.22756 14.61234
H 7.79780 16.03731 15.89519
H 6.65275 14.82883 15.60260
H 7.92053 16.06600 12.60298
H 8.93298 16.83546 13.79144
H 10.63347 16.45531 11.97538
H 9.93327 14.89917 11.64417
H 11.45080 15.84310 14.08352
H 12.02385 14.75321 12.83645
H 11.32061 11.84175 13.38846
H 9.53176 11.88540 13.49956
H 10.57088 12.65661 12.23156
H 11.30902 12.43996 15.86552
H 12.66014 13.09250 14.92209
H 11.93372 14.05783 16.11646
H 7.99303 13.42812 12.49463
H 6.53204 14.27663 13.02501
H 7.17506 12.85733 13.85391
H 9.21856 13.60796 16.77123
C 33.91601 22.82314 22.79535
C 33.90088 21.35026 22.36386
C 33.64291 21.22798 20.87522
C 33.83512 19.88112 20.25302
C 35.23047 19.35745 20.59100
C 35.51136 19.30158 22.09469
N 35.20051 20.69509 22.63706
O 35.57848 20.76065 23.95779
C 34.74583 18.12455 22.78562
C 37.01163 19.08139 22.38314
C 32.72774 20.65406 23.07829
H 34.05043 22.95434 23.86904
H 33.02341 23.40029 22.55398
H 34.64950 23.48618 22.33659
H 32.59556 21.51133 20.77096
H 34.26400 21.91558 20.30114
H 33.80793 20.09291 19.18414
H 33.03184 19.17543 20.46476
H 35.92381 20.08626 20.17123
H 35.37393 18.40048 20.08928
H 34.49372 18.32665 23.82662
H 33.84381 17.81828 22.25585
H 35.28203 17.17569 22.76972
H 37.16347 18.63315 23.36504
H 37.39528 18.37525 21.64675
H 37.60754 19.99389 22.36471
H 31.78930 21.19865 23.18252
H 33.05963 20.44815 24.09591
H 32.50359 19.67019 22.66616
H 36.20245 21.49019 23.96232
C 6.24266 23.67995 18.46346
C 4.93155 23.69447 19.29298
C 5.03525 24.91179 20.19427
C 3.79481 25.36266 20.94804
C 2.61154 25.44420 19.98705
C 2.42496 24.28596 19.02197
N 3.74627 23.72923 18.47153
O 3.64867 22.74951 17.54304
C 1.58364 23.14954 19.71803
C 1.66696 24.85877 17.81484
C 4.92850 22.45951 20.36589
H 7.16929 23.82386 19.01910
H 6.31280 24.55619 17.81896
H 6.33831 22.81040 17.81321
H 5.86483 24.93971 20.90074
H 5.24195 25.77358 19.55970
H 3.91928 26.29783 21.49399
H 3.45781 24.68892 21.73582
H 2.70169 26.32976 19.35796
H 1.69961 25.44103 20.58410
H 2.25367 22.45638 20.22665
H 0.91765 23.51320 20.50054
H 1.09090 22.52431 18.97346
H 2.19970 25.71303 17.39708
H 1.50292 24.11733 17.03288
H 0.65530 25.16143 18.08511
H 5.76004 22.22944 21.03199
H 4.58891 21.53666 19.89564
H 4.13722 22.62353 21.09737
H 3.24804 22.05836 18.07540
C 14.88312 11.78618 25.07447
C 14.21832 10.90714 24.01242
O 14.28374 11.46321 22.71242
O 16.28746 11.95746 24.72553
H 14.96725 11.25974 26.02520
H 14.41705 12.75291 25.26503
H 13.15370 10.75809 24.19260
H 14.62622 9.89641 24.00041
H 15.18362 11.72111 22.49957
H 16.85839 11.37917 25.23664
C 19.40408 17.00068 14.35445
C 20.75001 17.40749 13.70300
O 21.33528 16.21254 13.19007
O 19.63867 16.49741 15.61822
H 19.03069 16.16303 13.76536
H 18.69952 17.83068 14.30156
H 21.47521 17.81509 14.40731
H 20.56562 18.23701 13.02035
H 22.25092 16.42249 12.99231
H 20.06002 15.64303 15.49949
C 22.93121 23.01784 19.84901
C 23.51037 22.81007 21.23482
O 22.55357 22.41200 22.18250
O 22.99311 21.81427 19.08761
H 23.60332 23.76685 19.43027
H 21.92959 23.44764 19.83801
H 23.88568 23.74447 21.65211
H 24.32397 22.08477 21.24441
H 22.20889 21.54089 21.97282
H 22.39904 21.20955 19.53816
C 21.38334 8.49676 23.90829
C 20.35582 8.33846 22.79882
O 20.13834 9.56148 22.25758
O 20.91422 9.24386 25.07407
H 22.29182 8.97927 23.54781
H 21.65451 7.54178 24.35839
H 19.47313 7.89920 23.26360
H 20.66090 7.66392 21.99881
H 19.71845 10.08777 22.94192
H 21.64169 9.76468 25.42211
C 17.63707 25.31268 26.77378
C 18.41274 26.28591 25.79267
O 18.60191 27.63464 26.25630
O 17.26564 24.14787 26.02103
H 16.68590 25.66461 27.17318
H 18.30421 25.05681 27.59693
H 17.88178 26.27605 24.84078
H 19.41457 25.89845 25.60747
H 19.22859 27.55237 26.97887
H 16.89826 23.45222 26.57122
```

Results
2S+1 = 1
E_HOMO = -8.103 eV
E = -4817.8310 Eh

Density functional theory data (wB97M-V/def2-TZVPD) for a cluster of 9 separate species, C43H104F24N3O3P6 in total in a non-equilibrium geometry.

```
183
Properties=species:S:1:pos:R:3
C 0.09607 4.58997 5.32400
C 0.72964 3.68701 4.24090
C 2.16686 4.11184 3.74349
C 3.19299 4.04882 4.92775
P 5.02082 4.15826 4.27934
C 5.33223 2.74888 3.11152
C 6.72293 2.49479 2.49998
C 7.50601 3.64309 2.06822
C 8.74889 3.32736 1.21767
C 5.94758 3.93064 5.90565
C 7.44982 4.03338 5.77421
C 8.10268 3.70027 7.14826
C 8.08857 4.83654 8.19481
C 5.39291 5.78732 3.52193
C 4.87717 7.00234 4.24630
C 5.44946 8.33935 3.69458
C 5.68436 9.43879 4.72862
H -0.98795 4.57769 5.21065
H 0.54733 5.54761 5.06439
H 0.36816 4.21627 6.31112
H 0.03249 3.60585 3.40694
H 0.84425 2.69777 4.68408
H 1.98253 5.13540 3.41721
H 2.41749 3.39963 2.95733
H 3.17719 3.12006 5.49806
H 3.05844 4.82983 5.67609
H 4.55771 2.86486 2.35339
H 5.06202 1.79645 3.56756
H 6.65055 1.84546 1.62749
H 7.28474 1.96392 3.26851
H 7.67149 4.09043 3.04833
H 6.92599 4.27471 1.39538
H 9.18374 4.21669 0.76149
H 8.56557 2.63185 0.39867
H 9.52264 2.81000 1.78491
H 5.74402 2.99845 6.43261
H 5.68060 4.70429 6.62557
H 7.68164 5.05636 5.47776
H 7.75129 3.32473 5.00283
H 9.13463 3.39334 6.97805
H 7.64233 2.85333 7.65704
H 8.71371 5.69102 7.93572
H 8.39680 4.39350 9.14181
H 7.06247 5.18293 8.31834
H 5.06736 5.82253 2.48227
H 6.47964 5.75971 3.44213
H 5.14560 6.90180 5.29793
H 3.78792 6.98354 4.28202
H 4.77354 8.71041 2.92415
H 6.27011 8.20865 2.98921
H 4.87496 9.47745 5.45764
H 5.62967 10.40798 4.23288
H 6.63634 9.51633 5.25380
C 0.71134 -0.97185 -12.91045
C -0.52858 -0.83111 -11.94876
C -0.14844 -0.66049 -10.48049
C -1.33399 -0.48549 -9.52553
P -0.98204 0.25036 -7.86290
C -2.64075 0.52337 -7.14728
C -2.86542 1.71298 -6.12085
C -4.34741 1.71173 -5.62216
C -4.52014 2.66723 -4.43277
C -0.06772 -0.85485 -6.86285
C 1.49697 -0.93615 -7.03171
C 2.23709 -1.74493 -5.95464
C 1.80141 -3.19776 -5.87430
C -0.14386 1.78919 -8.10147
C -0.96089 2.71895 -9.01643
C -0.30766 4.14771 -9.16204
C -0.17491 4.96301 -7.88188
H 1.21623 -1.91242 -12.69019
H 1.38651 -0.11615 -12.90623
H 0.54867 -1.07007 -13.98376
H -1.23183 -1.66335 -11.91874
H -1.17057 -0.02497 -12.30385
H 0.37572 0.29516 -10.48946
H 0.35738 -1.54055 -10.08334
H -1.89914 -1.40026 -9.34685
H -2.08254 0.22232 -9.88159
H -2.94043 -0.38196 -6.61938
H -3.39877 0.65953 -7.91861
H -2.64606 2.70989 -6.50314
H -2.29342 1.62847 -5.19685
H -4.61618 0.71030 -5.28600
H -5.12788 1.98824 -6.33105
H -4.60319 3.71879 -4.70741
H -3.87857 2.49303 -3.56897
H -5.46968 2.45227 -3.94258
H -0.58448 -1.79268 -7.06670
H -0.26210 -0.47799 -5.85871
H 1.96160 0.04891 -6.98856
H 1.74994 -1.14647 -8.07088
H 2.07070 -1.15496 -5.05333
H 3.30014 -1.81612 -6.18477
H 2.39206 -3.58669 -5.04486
H 2.07139 -3.68502 -6.81121
H 0.73268 -3.14879 -5.66572
H 0.84103 1.61340 -8.53412
H 0.00560 2.37973 -7.19759
H -1.97481 2.95817 -8.69579
H -1.04719 2.23786 -9.99070
H -0.87585 4.75147 -9.86968
H 0.67649 4.03481 -9.61677
H 0.12690 5.99609 -8.05440
H 0.54696 4.51368 -7.19990
H -1.12031 5.21773 -7.40287
C -7.82200 1.33175 3.78407
C -9.08259 0.64171 4.38759
C -10.24236 1.60686 4.32446
O -11.41106 0.83848 4.76692
C -12.50247 1.59218 5.22167
N -9.45464 -0.55021 3.52019
H -8.81098 -1.29842 3.30576
H -10.20809 -1.03137 3.99023
H -9.82906 -0.20635 2.64746
H -7.63288 2.31359 4.21804
H -8.07716 1.60645 2.76058
H -6.94381 0.68611 3.77819
H -9.05343 0.22660 5.39502
H -10.36313 2.11631 3.36844
H -9.96702 2.37611 5.04595
H -12.21672 2.11177 6.13625
H -13.43130 1.04519 5.38350
H -12.77910 2.38369 4.52520
C 2.09868 -3.38550 2.28816
C 0.74375 -2.62661 2.41660
C 0.08595 -2.29610 1.08652
O -0.86673 -1.32561 1.39796
C -1.98220 -1.17153 0.36321
N -0.26016 -3.45343 3.30114
H -0.02023 -3.64525 4.26330
H -1.10927 -2.90657 3.29363
H -0.50331 -4.31870 2.84040
H 2.78999 -2.82835 1.65589
H 2.01411 -4.37864 1.84701
H 2.46233 -3.55542 3.30157
H 0.90071 -1.69127 2.95380
H -0.44794 -3.14944 0.66837
H 0.69235 -1.80374 0.32629
H -2.20350 -2.09409 -0.17345
H -1.74457 -0.42938 -0.39894
H -2.87657 -0.75098 0.82293
C -0.33938 -10.56713 -5.58610
C -0.85208 -9.23194 -5.07307
O -0.53235 -8.16272 -5.54423
N -1.74488 -9.20078 -3.89172
H -2.44719 -8.50648 -4.10342
H -2.20570 -10.08794 -3.74792
C -0.82759 -8.90108 -2.63117
H -0.24572 -11.36194 -4.84609
H 0.66427 -10.60423 -6.00967
H -0.93059 -10.93840 -6.42320
H -0.63343 -7.82971 -2.68186
H 0.09985 -9.47016 -2.69526
H -1.47680 -9.18862 -1.80415
P 0.45325 -9.18533 3.92777
F 1.87490 -9.96160 3.74093
F 0.84276 -8.28667 2.62210
F -0.08907 -10.26094 2.77124
F -1.04536 -8.51010 4.04869
F -0.11076 -10.22924 5.04824
F 1.07603 -8.13025 4.97115
P -5.76110 -5.45257 -0.39764
F -7.19905 -5.26180 0.31320
F -5.61560 -6.93840 0.20516
F -6.54727 -6.24661 -1.63934
F -4.20326 -5.51955 -1.00194
F -5.90783 -4.03595 -1.19814
F -5.14014 -4.80218 0.97880
P -4.79245 -3.42705 7.11596
F -5.79423 -3.65353 5.80284
F -5.53595 -4.50718 8.11242
F -3.82289 -4.64637 6.57395
F -3.72881 -3.19624 8.33889
F -4.03789 -2.30568 6.17261
F -5.73427 -2.34208 7.82529
P 2.58654 -1.47665 8.57321
F 3.30971 -1.11869 7.11402
F 1.14322 -1.40450 7.71473
F 2.86807 -2.99933 8.06570
F 1.82162 -2.05106 9.93668
F 4.02413 -1.46773 9.36205
F 2.38371 0.08574 9.05585
```

Results
2S+1 = 1
E_HOMO = -10.196 eV
Charge = +1
E = -6535.9099 Eh
Relative energy (zero: lowest compared OMol25 entry of this formula, charge and spin) = 358.3 kJ/mol

Q: Among the records above, which one has the lowest E?
A: C43H104F24N3O3P6

Q: Which of these has the lowest E_HOMO?
A: C43H104F24N3O3P6

Q: Among the records above, which one has the lowest E?
A: C43H104F24N3O3P6

Q: Which value of 2S+1 does entry 1 give?
A: 1